45
Properties=species:S:1:pos:R:3 method="wB97M-V/def2-TZVPD" relative_energy_kj_mol=354.8 multiplicity=1 e_tot_ha=-1275.769669 gap_ha=0.387
O -3.18 0.75 -0.69
C -3.34 0.91 0.56
N -2.97 -0.14 1.36
C -2.47 -1.42 0.97
O -1.67 -1.45 -0.08
O -2.42 -2.35 1.76
H -3.47 1.93 0.87
H -3.33 -0.09 2.36
H -1.37 -0.47 -0.39
H -0.60 1.08 2.07
H -0.22 2.55 1.60
O -0.83 1.78 1.37
H -0.27 3.43 -1.10
H 0.22 2.30 -1.88
O 0.44 3.22 -1.63
H -1.72 -2.63 -2.29
H -1.18 -1.16 -2.46
O -1.03 -2.06 -2.67
H 1.29 -2.99 -0.82
H 0.76 -2.59 -2.20
O 1.53 -2.81 -1.73
H -3.01 1.44 -2.36
H -1.65 1.44 -2.71
O -2.46 1.65 -3.10
H 2.74 0.52 0.08
H 4.35 0.73 -0.04
O 3.57 0.85 0.53
H 1.29 -0.09 2.74
H -0.01 -0.64 3.39
O 0.39 0.18 3.04
H 1.85 -1.23 -1.93
H 2.32 -0.04 -2.73
O 2.01 -0.26 -1.80
H 0.63 0.15 -1.47
H -0.19 0.98 -0.46
O -0.34 0.39 -1.25
H 2.84 -0.49 1.34
H 2.02 -1.86 1.54
O 2.54 -1.21 2.04
H -0.06 -2.20 0.34
H 0.56 -3.13 1.36
O 0.74 -2.59 0.56
H 2.24 1.86 1.89
H 1.86 3.30 1.79
O 1.63 2.47 2.23